# C5H12O

A molecular structure, C5H12O (ωB97M-V/def2-TZVPD, the OMol25 dataset).

Geometry (Å):
1 H -0.5845 -1.5388 0.4080
2 H 2.2526 -0.8714 -1.1292
3 H 1.9709 1.3191 0.6577
4 C 1.3673 -0.2376 -1.2003
5 C -0.6269 0.6506 0.3458
6 H -2.2341 -0.2356 1.4390
7 H 0.3086 -1.9861 -0.9878
8 H -1.1453 -1.0559 -1.2339
9 H -2.3659 1.5286 1.2680
10 H -0.3444 1.4024 -0.3924
11 C 1.5406 0.3907 1.0310
12 O 0.2339 0.4286 1.3280
13 C -0.2749 -1.1542 -0.5717
14 H -2.7002 0.4802 -0.1225
15 H 0.8933 -0.4324 -2.1698
16 C -2.0624 0.6061 0.7594
17 H 1.6660 0.8102 -1.2487
18 H 2.1053 -0.1045 1.8192

***

# C5H12O

2 unconnected molecules or ions with the total composition C5H12O at a distorted geometry (ωB97M-V/def2-TZVPD, the OMol25 dataset).

Geometry (Å):
1 H 3.7433 -0.6592 -1.0624
2 H -4.1293 -0.8320 -0.1656
3 C -2.3487 -1.5151 0.5429
4 H 2.3924 2.5108 -1.3000
5 H 2.1464 -1.5799 -0.7434
6 C -3.3113 -0.3940 0.5146
7 H -1.9163 -1.4099 1.5222
8 H -2.9699 -2.4619 0.5443
9 C 2.6974 -0.6567 -0.7202
10 H 1.6310 0.5263 0.6249
11 H 3.9466 1.4722 -1.1996
12 C 2.2137 0.5110 -0.2710
13 H -3.8293 -0.2480 1.5723
14 O -2.7725 0.9714 0.3018
15 H -1.8616 1.0075 0.6693
16 H 3.0921 2.5398 0.2298
17 C 2.9679 1.8162 -0.6649
18 H -1.6923 -1.5986 -0.3950

Results
SMILES   C=CC.CCO

***

One value per record, in order, for energy relative to the best compared isomer or geometry (same formula, charge and spin): 7.2474 3.2083 eV.
One value per record, in order, for E_tot: -7420.0640 -7424.1030 eV.